Computed, not measured: C5H10N2O in the gas phase at a distorted geometry, with ωB97M-V with the def2-TZVPD basis set.

Each atom is followed by the atoms it is bonded to, with distances in Å.
Positions of all 18 atoms, in Å:
1 C 0.932 -0.394 2.068  C3 1.515, H13 1.085, H14 1.089, H15 1.088
2 C -1.283 1.144 0.405  C4 1.496, H16 1.091, H17 1.090, H18 1.088
3 C 0.666 -0.741 0.617  C1 1.515, C4 1.507, O7 1.400, N8 1.423
4 C -0.399 0.048 -0.100  C2 1.496, C3 1.507, C6 1.449, N8 1.513
5 N -0.527 0.555 -2.515  C6 1.388, H10 1.012, H11 1.010
6 C -0.096 -0.267 -1.482  C4 1.449, N5 1.388, N8 1.671, H12 1.087
7 O 0.819 -2.124 0.465  C3 1.400, H9 0.963
8 N 1.081 0.181 -0.384  C3 1.423, C4 1.513, C6 1.671
9 H 0.973 -2.341 -0.461  O7 0.963
10 H -0.550 1.536 -2.269  N5 1.012
11 H -0.100 0.366 -3.411  N5 1.010
12 H 0.027 -1.299 -1.801  C6 1.087
13 H 0.963 0.682 2.202  C1 1.085
14 H 0.158 -0.826 2.699  C1 1.089
15 H 1.889 -0.824 2.355  C1 1.088
16 H -2.123 0.720 0.956  C2 1.091
17 H -1.686 1.756 -0.403  C2 1.090
18 H -0.744 1.826 1.060  C2 1.088

## Properties
structure (SMILES) = C[C@]1(O)N2[C@H](N)[C@]21C
HOMO = -0.325 hartree
ΔE to the lowest compared entry with this formula, charge and spin = 2.548 eV
E_LUMO = 0.9 eV
M = 114.15 g/mol
strongest force on any atom = 1.58 eV Å⁻¹

=====

Computed, not measured: C5H10N2O in the gas phase at a distorted geometry, with ωB97M-V with the def2-TZVPD basis set.

Each atom is followed by the atoms it is bonded to, with distances in Å.
Positions of all 18 atoms, in Å:
1 C 1.747 0.591 0.319  N4 1.437, N5 1.485, H12 1.087, H13 1.108
2 C 0.787 -1.600 -0.060  N5 1.452, C6 1.504, H14 1.107, H15 1.099
3 C -1.965 1.183 0.158  C7 1.504, H16 1.087, H17 1.083, H18 1.093
4 N 0.479 1.263 0.382  C1 1.437, C7 1.418, H10 1.017
5 N 1.649 -0.567 -0.607  C1 1.485, C2 1.452, H11 1.015
6 C -0.520 -0.860 -0.147  C2 1.504, C7 1.352, O8 1.380
7 C -0.660 0.437 0.206  C3 1.504, N4 1.418, C6 1.352
8 O -1.570 -1.674 -0.516  C6 1.380, H9 0.964
9 H -2.367 -1.141 -0.614  O8 0.964
10 H 0.435 2.061 -0.247  N4 1.017
11 H 2.561 -0.946 -0.841  N5 1.015
12 H 2.517 1.267 -0.044  C1 1.087
13 H 1.999 0.246 1.341  C1 1.108
14 H 1.031 -1.935 0.967  C2 1.107
15 H 0.774 -2.459 -0.745  C2 1.099
16 H -2.755 0.610 0.638  C3 1.087
17 H -1.869 2.128 0.677  C3 1.083
18 H -2.273 1.396 -0.869  C3 1.093

## Properties
structure (SMILES) = CC1=C(O)CNCN1
HOMO = -0.268 hartree
ΔE to the lowest compared entry with this formula, charge and spin = 1.584 eV
E_LUMO = 0.9 eV
M = 114.15 g/mol
strongest force on any atom = 1.77 eV Å⁻¹

=====

Computed, not measured: 2 unconnected molecules or ions with the total composition C5H10N2O at a distorted geometry, with ωB97M-V with the def2-TZVPD basis set.

Each atom is followed by the atoms it is bonded to, with distances in Å.
Positions of all 18 atoms, in Å:
1 C 1.509 2.343 0.896  O2 1.425, H4 1.092, H5 1.088, H6 1.096
2 O 1.262 2.433 -0.505  C1 1.425, H3 0.958
3 H 0.331 2.270 -0.661  O2 0.958
4 H 2.588 2.420 1.036  C1 1.092
5 H 1.074 3.177 1.444  C1 1.088
6 H 1.102 1.391 1.256  C1 1.096
7 C -2.044 0.124 0.244  C8 1.507, H14 1.106, H15 1.098, H18 1.092
8 C -1.022 -0.960 0.014  C7 1.507, C10 1.368, N11 1.348
9 C 1.042 -1.750 0.097  N11 1.339, N12 1.376, H13 1.068
10 C -0.898 -1.841 -1.025  C8 1.368, N12 1.372, H17 1.085
11 N 0.142 -0.957 0.693  C8 1.348, C9 1.339
12 N 0.397 -2.295 -0.989  C9 1.376, C10 1.372, H16 1.011
13 H 2.003 -2.147 0.345  C9 1.068
14 H -2.514 -0.210 1.188  C7 1.106
15 H -2.653 -0.002 -0.660  C7 1.098
16 H 0.719 -2.798 -1.804  N12 1.011
17 H -1.475 -2.301 -1.821  C10 1.085
18 H -1.564 1.104 0.252  C7 1.092

## Properties
structure (SMILES) = Cc1c[nH]cn1.CO
HOMO = -0.319 hartree
ΔE to the lowest compared entry with this formula, charge and spin = 1.573 eV
E_LUMO = 0.8 eV
M = 114.15 g/mol
strongest force on any atom = 3.26 eV Å⁻¹

=====

Computed, not measured: 2 unconnected molecules or ions with the total composition C5H10N2O at a distorted geometry, with ωB97M-V with the def2-TZVPD basis set.

Each atom is followed by the atoms it is bonded to, with distances in Å.
Positions of all 18 atoms, in Å:
1 C -0.322 -0.401 -0.318  C2 1.451, C3 1.604, C5 1.519, N16 1.589
2 C 0.354 0.163 -1.472  C1 1.451, H8 1.102, H9 1.183, N17 1.497
3 C 1.087 -0.449 0.445  C1 1.604, C4 1.628, H11 1.180, N17 1.509
4 C 0.843 0.692 1.580  C3 1.628, H12 1.010, H13 1.202, O18 1.573
5 C -1.245 0.616 0.330  C1 1.519, H14 1.081, H15 1.078, O18 1.411
6 H -2.333 -1.866 -0.126  no bonds
7 H -0.708 -2.280 -1.486  N16 1.248
8 H 0.054 1.219 -1.572  C2 1.102
9 H 0.431 -0.280 -2.567  C2 1.183
10 H 1.708 1.430 -0.333  N17 1.186
11 H 1.208 -1.598 0.684  C3 1.180
12 H 1.639 1.276 1.788  C4 1.010
13 H 0.349 0.336 2.616  C4 1.202
14 H -1.685 0.194 1.222  C5 1.081
15 H -1.952 1.051 -0.358  C5 1.078
16 N -0.924 -1.872 -0.326  C1 1.589, H7 1.248
17 N 1.645 0.315 -0.731  C2 1.497, C3 1.509, H10 1.186
18 O -0.148 1.454 0.625  C4 1.573, C5 1.411

## Properties
HOMO = -0.316 hartree
ΔE to the lowest compared entry with this formula, charge and spin = 7.596 eV
E_LUMO = 0.7 eV
M = 114.15 g/mol
strongest force on any atom = 6.89 eV Å⁻¹

=====

Computed, not measured: C5H10N2O in the gas phase at a distorted geometry, with ωB97M-V with the def2-TZVPD basis set.

Each atom is followed by the atoms it is bonded to, with distances in Å.
Positions of all 18 atoms, in Å:
1 C 0.665 1.707 -0.389  C2 1.561, C5 1.453, H6 1.095, H7 1.150
2 C -0.466 1.173 -1.324  C1 1.561, H8 1.170, H9 1.133, N16 1.496
3 C -0.357 -1.734 0.539  C4 1.496, H11 1.136, N17 1.308
4 C 0.713 -1.385 1.524  C3 1.496, H12 1.115, H13 1.060, O18 1.443
5 C 0.772 0.430 0.296  C1 1.453, H14 1.126, H15 1.137, O18 1.398
6 H 1.490 2.009 -1.043  C1 1.095
7 H 0.296 2.473 0.385  C1 1.150
8 H -1.186 2.056 -1.586  C2 1.170
9 H -0.100 0.822 -2.337  C2 1.133
10 H -2.290 0.059 -1.226  N16 1.080
11 H -0.659 -2.823 0.652  C3 1.136
12 H 0.193 -1.392 2.510  C4 1.115
13 H 1.469 -2.129 1.549  C4 1.060
14 H -0.265 0.462 0.732  C5 1.126
15 H 0.734 -0.377 -0.502  C5 1.137
16 N -1.332 0.108 -0.729  C2 1.496, H10 1.080, N17 1.423
17 N -1.188 -1.257 -0.351  C3 1.308, N16 1.423
18 O 1.511 -0.203 1.300  C4 1.443, C5 1.398

## Properties
structure (SMILES) = C1=N\NCCCOC/1
HOMO = -0.310 hartree
ΔE to the lowest compared entry with this formula, charge and spin = 6.187 eV
E_LUMO = 1.1 eV
M = 114.15 g/mol
strongest force on any atom = 4.11 eV Å⁻¹

=====

Computed, not measured: C5H10N2O in the gas phase at a distorted geometry, with ωB97M-V with the def2-TZVPD basis set.

Each atom is followed by the atoms it is bonded to, with distances in Å.
Positions of all 18 atoms, in Å:
1 O 1.633 2.881 -1.383  C2 1.308
2 C 0.953 1.777 -1.209  O1 1.308, C3 1.472, C4 1.596, H9 1.181
3 C 1.511 0.500 -1.682  C2 1.472, C4 1.894, H10 1.124, H11 1.066
4 C 1.276 0.980 0.136  C2 1.596, C3 1.894, N8 1.466, H12 1.110, H13 1.078
5 C -0.492 -0.825 0.366  C7 1.569, N8 1.486, H14 1.101, H15 1.123
6 N -2.811 -1.725 1.144  C7 1.464, H17 1.063
7 C -1.504 -1.176 1.512  C5 1.569, N6 1.464, H16 1.069, H18 1.091
8 N 0.760 -0.190 0.853  C4 1.466, C5 1.486
9 H -0.197 1.916 -1.439  C2 1.181
10 H 2.093 0.428 -2.640  C3 1.124
11 H 0.783 -0.278 -1.655  C3 1.066
12 H 0.477 1.165 0.883  C4 1.110
13 H 2.305 1.105 0.432  C4 1.078
14 H -0.428 -1.676 -0.330  C5 1.101
15 H -1.086 -0.082 -0.231  C5 1.123
16 H -1.639 -0.203 1.936  C7 1.069
17 H -2.701 -2.782 1.117  N6 1.063
18 H -0.934 -1.814 2.189  C7 1.091

## Properties
HOMO = -0.283 hartree
ΔE to the lowest compared entry with this formula, charge and spin = 13.413 eV
E_LUMO = -3.8 eV
M = 114.15 g/mol
strongest force on any atom = 5.35 eV Å⁻¹

=====

Computed, not measured: C5H10N2O in the gas phase at a distorted geometry, with ωB97M-V with the def2-TZVPD basis set.

Each atom is followed by the atoms it is bonded to, with distances in Å.
Positions of all 18 atoms, in Å:
1 C 0.051 -1.897 -0.424  C7 1.519, H16 1.094, H17 1.096, H18 1.096
2 C -1.064 0.535 0.050  N4 1.419, C6 1.471, C7 1.808, O8 1.394
3 C 1.034 0.319 0.482  N5 1.335, C6 1.364, C7 1.496
4 N -1.439 1.571 -0.845  C2 1.419, H10 1.014, H11 1.015
5 N 2.349 0.501 0.619  C3 1.335, H12 1.013, H13 1.012
6 C -0.059 0.893 1.063  C2 1.471, C3 1.364, H14 1.085
7 C 0.326 -0.414 -0.612  C1 1.519, C2 1.808, C3 1.496, H15 1.097
8 O -2.218 -0.153 0.422  C2 1.394, H9 0.968
9 H -2.342 0.016 1.367  O8 0.968
10 H -0.654 1.972 -1.346  N4 1.014
11 H -2.129 1.272 -1.526  N4 1.015
12 H 2.716 1.137 1.318  N5 1.013
13 H 3.018 -0.135 0.203  N5 1.012
14 H -0.190 1.443 1.989  C6 1.085
15 H 0.675 -0.197 -1.629  C7 1.097
16 H -0.317 -2.115 0.583  C1 1.094
17 H 0.954 -2.497 -0.582  C1 1.096
18 H -0.710 -2.249 -1.131  C1 1.096

## Properties
structure (SMILES) = C[C@@H]1C(N)=C[C@]1(N)O
HOMO = -0.294 hartree
ΔE to the lowest compared entry with this formula, charge and spin = 2.069 eV
E_LUMO = 0.9 eV
M = 114.15 g/mol
strongest force on any atom = 2.89 eV Å⁻¹

=====

Computed, not measured: C5H10N2O2 in the gas phase at a distorted geometry, with ωB97M-V with the def2-TZVPD basis set.

Each atom is followed by the atoms it is bonded to, with distances in Å.
Positions of all 19 atoms, in Å:
1 C 3.239 0.187 0.157  H6 1.082, H7 1.052, H8 1.095, N16 1.451
2 C 0.910 0.106 -0.386  N16 1.320, N17 1.260, O19 1.370
3 C -1.285 0.131 -0.074  C4 1.510, C5 1.510, O18 1.469, O19 1.508
4 C -2.416 0.168 -1.074  C3 1.510, H10 1.092, H11 1.093, H12 1.112
5 C -1.679 -0.482 1.249  C3 1.510, H13 1.085, H14 1.092, H15 1.084
6 H 4.100 0.307 -0.487  C1 1.082
7 H 3.550 -0.480 0.910  C1 1.052
8 H 2.963 1.192 0.492  C1 1.095
9 H 2.025 -1.377 -0.624  N16 0.963
10 H -3.219 0.754 -0.621  C4 1.092
11 H -2.792 -0.825 -1.335  C4 1.093
12 H -2.045 0.640 -2.010  C4 1.112
13 H -0.765 -0.639 1.813  C5 1.085
14 H -2.360 0.167 1.804  C5 1.092
15 H -2.186 -1.439 1.188  C5 1.084
16 N 2.112 -0.423 -0.522  C1 1.451, C2 1.320, H9 0.963
17 N 0.680 1.299 -0.049  C2 1.260, O18 1.376
18 O -0.675 1.450 0.141  C3 1.469, N17 1.376
19 O -0.155 -0.735 -0.571  C2 1.370, C3 1.508

## Properties
structure (SMILES) = CNC1=NOC(C)(C)O1
HOMO = -0.295 hartree
ΔE to the lowest compared entry with this formula, charge and spin = 2.964 eV
E_LUMO = 0.9 eV
M = 130.15 g/mol
strongest force on any atom = 2.45 eV Å⁻¹

=====

Computed, not measured: C5H10N2O3 in the gas phase at a distorted geometry, with ωB97M-V with the def2-TZVPD basis set.

Each atom is followed by the atoms it is bonded to, with distances in Å.
Positions of all 20 atoms, in Å:
1 C 1.118 -0.623 -0.255  C2 1.578, C3 1.482, H8 1.102, N16 1.417
2 C 1.486 0.843 0.200  C1 1.578, O18 1.208, O20 1.366
3 C -0.055 -0.646 -1.160  C1 1.482, C4 1.523, H9 1.055, H10 1.080
4 C -1.267 -0.903 -0.275  C3 1.523, C5 1.549, H11 1.128, H12 1.051
5 C -1.377 0.273 0.726  C4 1.549, N17 1.348, O19 1.199
6 H 2.025 -1.630 1.327  N16 1.011
7 H 0.555 -1.313 1.516  N16 0.972
8 H 1.940 -0.970 -0.902  C1 1.102
9 H 0.080 -1.513 -1.745  C3 1.055
10 H 0.056 0.316 -1.639  C3 1.080
11 H -2.079 -0.952 -1.057  C4 1.128
12 H -0.937 -1.739 0.269  C4 1.051
13 H -2.253 2.171 0.677  N17 1.025
14 H -2.050 1.349 -0.756  N17 0.971
15 H 1.406 2.653 -0.219  O20 1.004
16 N 1.164 -1.567 0.801  C1 1.417, H6 1.011, H7 0.972
17 N -2.123 1.270 0.208  C5 1.348, H13 1.025, H14 0.971
18 O 2.377 0.989 1.002  C2 1.208
19 O -1.030 0.164 1.869  C5 1.199
20 O 0.965 1.830 -0.588  C2 1.366, H15 1.004

## Properties
structure (SMILES) = NC(=O)CC[C@H](N)C(=O)O
HOMO = -0.351 hartree
ΔE to the lowest compared entry with this formula, charge and spin = 1.389 eV
E_LUMO = 0.5 eV
M = 146.15 g/mol
strongest force on any atom = 3.36 eV Å⁻¹

=====

Computed, not measured: C5H10N2O3S in the gas phase at a distorted geometry, with ωB97M-V with the def2-TZVPD basis set.

Each atom is followed by the atoms it is bonded to, with distances in Å.
Positions of all 21 atoms, in Å:
1 C -2.784 -0.958 -0.400  C2 1.544, H12 1.118, H13 1.120, H14 1.171
2 C -1.793 -0.199 0.507  C1 1.544, C3 1.505, H15 1.071, H16 1.077
3 C -0.847 0.830 -0.051  C2 1.505, C4 1.527, H17 1.214, H18 1.212
4 C 0.297 0.322 -0.924  C3 1.527, C5 1.525, H19 1.016, H20 1.118
5 C 1.474 -0.248 -0.141  C4 1.525, N7 1.244, S11 1.776
6 N 1.404 -2.409 0.856  N7 1.152
7 N 1.429 -1.316 0.496  C5 1.244, N6 1.152
8 O 4.023 -0.339 0.070  S11 1.435
9 O 2.677 1.413 1.319  S11 1.552, H21 0.918
10 O 2.984 1.707 -1.016  S11 1.459
11 S 2.994 0.659 0.000  C5 1.776, O8 1.435, O9 1.552, O10 1.459
12 H -3.318 -1.725 0.215  C1 1.118
13 H -3.610 -0.345 -0.843  C1 1.120
14 H -2.199 -1.417 -1.304  C1 1.171
15 H -1.168 -0.859 1.075  C2 1.071
16 H -2.466 0.176 1.261  C2 1.077
17 H -1.537 1.548 -0.747  C3 1.214
18 H -0.401 1.442 0.896  C3 1.212
19 H -0.143 -0.264 -1.627  C4 1.016
20 H 0.868 1.192 -1.333  C4 1.118
21 H 2.116 0.789 1.691  O9 0.918

## Properties
HOMO = -0.348 hartree
ΔE to the lowest compared entry with this formula, charge and spin = 5.209 eV
E_LUMO = -0.1 eV
M = 178.21 g/mol
strongest force on any atom = 6.22 eV Å⁻¹

=====

Kohn-Sham gap, respectively: 9.72; 8.23; 9.52; 9.31; 9.51; 3.92; 8.90; 8.90; 10.04; 9.32 eV.